(1)
{"formula": "C46H43N7O17", "method": "ωB97M-V with the def2-TZVPD basis set", "charge": 0, "multiplicity": 1, "orbital_gap_ev": 8.74, "energy_ev": -93615.6797, "e_homo_ev": -10.03, "species": ["H", "C", "C", "C", "C", "O", "H", "C", "H", "H", "H", "C", "O", "C", "N", "C", "C", "O", "N", "H", "H", "C", "H", "H", "C", "N", "C", "C", "O", "H", "H", "C", "H", "O", "H", "N", "H", "C", "C", "C", "O", "O", "C", "H", "C", "O", "O", "C", "C", "N", "O", "H", "H", "C", "C", "H", "C", "N", "C", "H", "O", "C", "O", "C", "C", "C", "H", "H", "C", "H", "C", "C", "H", "O", "H", "C", "O", "H", "C", "O", "H", "O", "H", "H", "H", "H", "H", "H", "C", "H", "H", "H", "C", "C", "H", "C", "H", "H", "H", "C", "C", "C", "C", "C", "H", "C", "C", "H", "O", "N", "H", "H", "C"], "positions_angstrom": [[3.23417, 0.26838, 0.02416], [4.05508, -0.05040, -5.04273], [2.11177, -3.18674, 2.80228], [-1.43972, 3.09145, 2.17832], [-2.90873, -1.19732, 5.81525], [-7.35874, 1.07917, 6.46210], [-3.52466, -1.30445, 0.50237], [-3.81339, 4.18837, -0.53285], [5.50557, 0.01881, 0.75309], [-3.42296, -1.90166, 3.78230], [-1.98596, -1.72722, 5.99993], [-0.34062, 3.55297, 1.37615], [-2.08162, -5.39586, -4.99472], [-4.06247, -1.81343, -5.06059], [-2.49208, 2.60525, 4.35377], [5.95127, 0.22126, -1.27739], [4.61092, -0.48952, -6.27083], [-1.72287, 3.09324, -2.00761], [-1.61623, -4.56172, -4.23780], [2.20932, 1.16522, 0.84028], [2.55736, -3.06613, -4.37767], [2.27730, -1.79429, 2.82804], [5.21280, 0.21385, -6.82708], [4.36269, 0.92730, -4.70232], [-4.85896, 4.49273, 0.40079], [10.07071, -0.03063, -0.09025], [-2.15446, -2.31926, -3.16299], [-4.70951, 0.22277, 6.69146], [-3.10003, 2.07366, -3.28400], [-3.57379, -3.71739, -5.92909], [1.66372, 4.28155, 1.53823], [3.53642, -2.59581, -6.15956], [3.19574, -3.55561, -6.51890], [-0.53983, -4.67944, -3.62480], [-4.05884, 0.33290, 0.16805], [3.58787, -1.16184, 2.77865], [2.25217, 1.52365, -0.97849], [-1.15241, -0.58195, 0.10995], [6.94197, 0.24754, -2.25538], [-3.36394, -2.98566, -5.16298], [-2.41589, 2.60653, 5.60059], [3.67684, 0.03324, 2.87698], [1.22451, -0.28765, -0.30086], [-1.38011, -2.50076, -2.43234], [7.59323, -0.06521, 0.43708], [10.39773, -0.52325, 0.98682], [5.62506, -1.34342, -8.78960], [-1.30695, 2.93163, 3.57048], [-4.00112, -0.94624, -3.98096], [4.73578, -1.97764, -8.24243], [4.62148, -1.77104, 2.57121], [-4.75709, -1.65503, -5.87226], [0.51875, -4.76311, 2.84457], [2.29609, 0.78545, -0.17773], [-3.44238, -0.33021, 6.84285], [-7.01414, 2.04298, -0.50486], [-3.94189, 3.05049, -1.36922], [-2.87159, 2.74553, -2.28489], [4.29230, -1.67824, -6.85640], [-4.53816, -0.01044, -3.93326], [-1.26307, -1.79123, -0.11074], [-0.14340, -1.57447, 3.06408], [-2.07048, 0.13401, 0.61926], [3.06166, -2.26777, -4.90180], [0.96296, 3.71342, 3.46983], [8.64614, 0.09904, -0.49744], [9.06506, 0.39524, -2.62016], [-3.64009, -0.15009, 1.86552], [-5.15814, 2.30631, -1.41309], [-0.51333, 3.70696, 0.32124], [3.28830, -1.02098, -4.33348], [0.81161, -3.72384, 2.82085], [-5.34192, 1.44569, -2.03916], [10.91222, 0.41313, -0.83465], [-2.30621, 2.91520, 1.55822], [-3.40798, -0.26430, 0.80667], [-3.46077, 2.34015, 3.69543], [4.90099, 0.30640, -1.51414], [-0.10456, 3.22589, 4.22734], [4.23852, -2.94739, -8.83131], [1.22459, 0.00500, 3.13384], [-7.38713, 0.49387, 4.34862], [1.30440, -0.76773, -1.27619], [-1.09300, -1.06418, 3.12947], [2.90549, -3.83708, 2.46542], [-4.78163, 5.22440, 1.19141], [-5.57992, -0.98548, 3.66263], [-5.13374, 0.76221, 7.52539], [-3.69307, -1.30517, 4.64117], [-2.93483, -0.50823, -2.21063], [6.66313, 0.37713, -3.29067], [-2.91680, 4.79028, -0.51730], [-5.97851, 3.68199, 0.43119], [-2.36150, -3.25208, -4.22121], [-1.29588, -3.30755, 2.83947], [0.85061, 3.81314, 2.07289], [-0.01096, 3.16404, 5.30150], [-6.74642, 3.76902, 1.18560], [7.79940, -0.26744, 1.47776], [-0.29219, -2.92646, 2.95690], [8.27338, 0.23734, -1.90271], [-5.48341, 0.00959, 5.54370], [-4.95465, -0.78656, 4.52046], [-6.14382, 2.68245, -0.50012], [-2.94477, -0.18282, 7.78998], [-3.01529, -1.18530, -3.04819], [1.11014, -1.05902, 2.98837], [1.81080, 4.15488, 3.97250], [-0.09765, 0.24620, -0.05211], [-6.85321, 0.56892, 5.42409], [1.56172, -0.98493, 0.46607], [3.05659, -0.75171, -3.31358], [6.29322, 0.10257, 0.01892]], "mulliken_charge": [-0.15, -0.84, -0.51, 0.48, -0.72, -0.59, 0.46, -0.62, 0.09, 0.52, 0.49, -0.53, -0.57, -0.50, 1.16, 0.03, -0.19, -0.60, 0.98, 0.17, 0.45, -0.56, 0.41, 0.51, -0.37, 0.91, -0.51, -0.42, -0.60, 0.46, 0.45, -0.22, 0.43, -0.58, -0.03, 1.13, 0.53, 0.14, -0.30, -0.57, -0.64, -0.59, 0.01, 0.58, -0.42, -0.58, -0.57, -0.40, -0.64, 0.93, -0.64, 0.33, 0.38, -0.80, -0.47, 0.40, 0.69, 1.04, -0.15, 0.38, -0.65, 0.01, 0.31, -0.47, -0.76, -0.11, 0.44, -0.23, -0.55, 0.40, 0.00, -0.83, 0.34, -0.56, 0.41, -0.27, -0.57, 0.26, -0.52, -0.56, 0.49, -0.59, 0.21, 0.40, 0.42, 0.40, 0.48, 0.47, -0.02, 0.14, 0.35, 0.46, -0.65, 0.05, 0.37, -0.47, 0.55, 0.41, 0.46, -0.31, -0.56, 0.11, -0.65, -0.35, 0.45, 0.39, 0.22, 0.44, 0.27, 0.98, 0.08, 0.26, -0.01]}

(2)
{"formula": "C3H6N", "method": "ωB97M-V with the def2-TZVPD basis set", "charge": 1, "multiplicity": 1, "de_lowest_kj_mol": 689.30, "orbital_gap_ev": [11.73, 7.30], "energy_ev": -4682.9726, "e_homo_ev": [-16.76, -15.63], "species": ["C", "H", "H", "N", "H", "H", "H", "H", "C", "C"], "positions_angstrom": [[-0.19504, 0.11643, -1.56103], [0.58027, 0.01427, 1.81035], [-2.22918, 2.22156, 1.41233], [0.08314, 0.01487, -0.09970], [0.20363, -1.56473, 1.14320], [-0.79927, -0.70832, -1.78095], [1.84076, -0.86456, 0.70809], [0.53737, 0.53884, -2.10378], [-0.74828, 0.87174, -0.42839], [0.72659, -0.64009, 0.89988]], "mulliken_charge": [-0.24, 0.31, 0.17, 0.14, 0.33, 0.27, 0.29, 0.31, 0.08, -0.67]}

(3)
{"formula": "C4H5FeO6", "method": "ωB97M-V with the def2-TZVPD basis set", "charge": 2, "multiplicity": 6, "de_lowest_kj_mol": 304.15, "orbital_gap_ev": [8.61, 6.09], "energy_ev": -50876.5010, "e_homo_ev": [-18.30, -18.28], "species": ["O", "O", "O", "O", "C", "O", "O", "Fe", "H", "H", "H", "C", "H", "H", "C", "C"], "positions_angstrom": [[-2.64152, -1.40791, 1.47428], [2.34721, 2.07265, 1.27684], [-2.85046, 0.17382, -0.02071], [1.01113, 0.77048, 0.21387], [-2.14061, -0.71014, 0.54380], [3.13078, 0.08172, 0.57883], [-0.91907, -0.98589, 0.15470], [-4.26626, -0.49177, 1.04280], [1.24795, -1.33903, -0.35505], [-0.69874, -1.18851, -1.98495], [-0.88909, 0.70879, -1.47494], [-0.50761, -0.31067, -1.35920], [0.94523, -0.08101, -1.80671], [3.26557, 2.22593, 1.53446], [2.23575, 0.87714, 0.71760], [0.72972, -0.39559, -0.53563]], "mulliken_charge": [-0.67, -0.40, -0.71, -0.20, 1.30, -0.45, -0.21, 1.09, 0.53, 0.42, 0.38, -0.86, 0.36, 0.41, 0.65, 0.39]}

(4)
{"formula": "C6H4N2O", "method": "ωB97M-V with the def2-TZVPD basis set", "charge": 0, "multiplicity": 1, "de_lowest_kj_mol": 138.56, "orbital_gap_ev": 10.68, "energy_ev": -11312.1919, "e_homo_ev": -10.80, "species": ["C", "C", "H", "C", "C", "H", "H", "O", "N", "H", "N", "C", "C"], "positions_angstrom": [[-1.51483, -0.13186, 0.20279], [0.20096, 1.49104, -1.00300], [0.92085, -0.45726, 1.70051], [0.75730, -0.40936, 0.60244], [-0.50595, -1.24995, 0.09101], [-2.09244, 0.00006, -0.70118], [-2.14725, -0.12589, 1.04581], [-0.57946, -2.36145, -0.36170], [0.51198, 2.18560, -1.88990], [-0.28355, 1.50919, 1.10788], [2.93184, -0.69887, -0.81908], [1.95190, -0.57993, -0.20777], [-0.15137, 0.82867, 0.23218]], "mulliken_charge": [-0.60, 0.02, 0.39, 0.02, 0.35, 0.32, 0.32, -0.50, -0.41, 0.38, -0.41, 0.05, 0.07]}

(5)
{"formula": "C5H8O", "method": "ωB97M-V with the def2-TZVPD basis set", "charge": 0, "multiplicity": 1, "de_lowest_kj_mol": 187.84, "orbital_gap_ev": 10.52, "energy_ev": -7360.3085, "e_homo_ev": -9.43, "species": ["H", "C", "C", "H", "H", "O", "H", "C", "C", "H", "C", "H", "H", "H"], "positions_angstrom": [[-1.62671, -0.02756, 2.16395], [-0.24021, 0.64671, 0.30761], [1.17979, -0.50611, -0.80344], [1.53542, 0.03927, 1.41528], [-0.94591, -0.84910, -1.26047], [-2.44796, 0.71773, 0.49310], [0.04473, 1.69774, 0.19327], [0.83121, -0.33407, 0.68138], [-1.47527, 0.53176, 1.17980], [-0.36066, 0.63224, -2.03719], [-0.24897, -0.00890, -1.14878], [1.94922, 0.20993, -1.10696], [0.33705, -1.24427, 1.06101], [1.46826, -1.50538, -1.13857]], "mulliken_charge": [0.33, 0.21, -0.53, 0.35, 0.24, -0.44, 0.33, -0.73, -0.25, 0.30, -0.64, 0.24, 0.28, 0.32]}

(6)
{"formula": "C25H59AsN5OsSi6", "method": "ωB97M-V with the def2-TZVPD basis set", "charge": 3, "multiplicity": 1, "de_lowest_kj_mol": 70.09, "orbital_gap_ev": [6.42, 6.42], "energy_ev": -144885.8171, "e_homo_ev": [-16.14, -16.14], "species": ["Si", "C", "H", "C", "C", "H", "H", "H", "As", "C", "C", "C", "H", "C", "H", "N", "H", "C", "H", "H", "C", "H", "H", "Si", "C", "C", "H", "H", "H", "H", "H", "H", "H", "C", "H", "C", "Si", "C", "H", "H", "H", "H", "H", "Os", "H", "H", "H", "H", "H", "H", "H", "H", "C", "Si", "H", "C", "H", "C", "H", "C", "C", "H", "H", "H", "H", "C", "H", "C", "H", "H", "H", "N", "H", "Si", "H", "H", "N", "H", "H", "N", "H", "Si", "C", "H", "H", "H", "H", "H", "H", "H", "C", "H", "C", "C", "H", "H", "N"], "positions_angstrom": [[-1.01684, -3.25526, 0.22298], [2.54185, -1.38980, 3.91540], [-0.99312, 1.15683, 4.81560], [-3.11759, -0.12354, 2.43880], [-1.04826, 3.18373, 0.55083], [-0.54062, -1.89166, 4.89658], [-6.83333, 1.18454, -2.81168], [2.35762, 0.23038, 1.74356], [0.03468, -1.18859, 1.16101], [-0.68970, -1.97345, -4.35418], [-2.67905, -2.75685, -0.46276], [-0.79003, -1.60954, -3.02791], [-6.34338, 3.14750, 0.08877], [1.36078, -4.12391, 3.39928], [-0.75532, 3.88950, -2.64796], [-6.56839, 2.60330, -0.72838], [4.21312, -0.94404, -1.46482], [0.28185, -3.77737, -1.00813], [1.17513, 0.64245, -5.38873], [-3.01654, -3.49212, -1.20043], [-5.65215, 1.81932, -1.26708], [-3.12145, 0.61208, 1.63634], [3.72424, 1.33967, 1.82362], [3.02026, 1.01882, -0.52900], [0.62117, -0.01682, -4.73299], [0.48282, 0.31683, -3.39608], [-3.70417, 0.28658, 3.26632], [-0.82553, 2.92434, -4.11641], [0.14489, -1.45216, -6.26288], [2.98790, -1.94651, 4.74757], [2.20777, -4.66161, 3.84679], [2.46939, -1.26095, -1.33900], [-3.62633, -1.02317, 2.08735], [2.29562, 2.76038, -3.59772], [0.65560, -3.90227, 4.19893], [1.62722, 3.20616, 1.90807], [0.89579, 1.98441, -2.66309], [-1.30413, -4.64494, 1.42391], [-3.41736, -2.74307, 0.34232], [1.20159, 4.02769, 2.49137], [2.69930, 3.39806, 1.82970], [-2.20626, -5.17501, 1.10455], [1.05719, -4.35661, -0.50402], [-0.38359, 0.33377, -0.63683], [0.83980, 4.88390, -1.62974], [3.11116, -0.28293, -2.66019], [1.94208, 3.04421, -4.59275], [-2.30053, -1.85487, 4.84890], [1.48737, 2.28874, 2.47586], [4.34682, 2.59284, -1.96542], [0.89045, -4.79606, 2.68857], [3.26570, -0.65262, 3.57742], [0.04301, -1.17694, -5.22098], [-1.40796, -0.48278, 3.05213], [3.13553, 2.07583, -3.72508], [-3.37990, 1.17643, -0.83546], [-1.18406, -2.87186, -4.69589], [1.35791, 4.71395, -0.68627], [-1.42176, -2.88685, 3.72871], [3.28209, 0.52355, 1.25099], [4.28707, 2.31332, -0.91666], [4.14994, 3.22453, -0.33074], [-1.34446, -2.21295, -2.33451], [-2.69044, -1.77440, -0.92642], [2.92918, -3.97917, 0.78843], [-0.71466, 2.86933, -3.02999], [0.47924, 0.90740, 3.88428], [3.21930, -0.50735, -1.59559], [3.25021, -2.26709, 0.46764], [-0.15054, -4.42752, -1.77489], [1.18213, 5.59040, -0.05645], [-5.93565, 1.11436, -2.35834], [1.66648, -0.86912, 4.30419], [2.09892, -2.63197, 2.63946], [-1.58199, 2.33186, -2.64337], [4.23309, -3.15556, 1.63827], [-4.46161, 1.77333, -0.65604], [-1.46118, -4.34988, 2.45843], [-5.23133, 0.56060, -2.81344], [-2.31828, 0.67151, -0.86995], [-1.37984, 2.28502, 1.09087], [0.80627, 3.19830, 0.24004], [-0.60336, 1.01036, 3.80365], [5.25655, 1.89154, -0.63452], [-1.31137, 4.03906, 1.18050], [0.76660, -2.94139, -1.51103], [-0.81214, 1.92227, 3.24243], [-1.63335, 3.26953, -0.36517], [-7.49891, 2.67663, -1.10802], [-0.48602, -5.36383, 1.39240], [-1.40289, -1.92071, 4.22753], [2.42900, 4.68245, -0.89671], [1.17445, 1.59673, -0.81281], [3.21888, -3.03019, 1.24094], [2.66205, 3.66658, -3.11568], [3.98258, -0.31354, 1.28831], [-0.20428, -0.50208, -2.54741]], "mulliken_charge": [0.56, -0.85, 0.56, -0.87, -0.50, 0.31, 0.23, -0.53, 0.21, -1.26, -0.94, -0.13, 0.24, -0.92, 0.39, -0.35, 0.59, -0.86, 0.54, 0.55, 0.57, -0.05, 0.59, -0.40, -0.84, 0.44, 0.53, 0.47, 0.50, 0.51, 0.45, -0.40, 0.29, -1.30, 0.32, -0.85, -0.70, -1.40, 0.41, 0.47, 0.41, 0.44, 0.33, 0.45, 0.30, 0.32, 0.49, 0.48, -0.03, 0.38, 0.22, 0.34, -0.59, 0.46, 0.42, 0.84, 0.53, -0.98, -0.03, -0.52, -1.04, 0.33, 0.53, 0.02, 0.43, -0.86, 0.29, -0.41, -0.06, 0.46, 0.46, -0.30, 0.16, 0.29, 0.07, 0.50, -0.56, 0.39, 0.17, -0.35, -0.39, 0.37, -1.08, 0.45, 0.63, 0.15, 0.29, 0.28, 0.21, 0.45, -0.81, 0.29, -0.04, -0.84, 0.44, 0.83, 0.39]}